# 1
91
Properties=species:S:1:pos:R:3:forces:R:3:lowdin_charge:R:1 method="wB97M-V/def2-TZVPD" homo_lumo_gap_ev=6.91 molar_mass_g_mol=1106.3 spin_multiplicity=1 total_charge=-1 lumo_ev=2.1 homo_energy_ev=-4.829 relative_energy_kj_mol=43.8
Sn -0.7468 -0.4610 0.1022 0.0 0.1 -0.7 0.98
O 5.4381 0.4131 3.9672 0.2 0.1 0.0 -0.06
C 4.4696 0.8949 4.5909 -0.4 -0.1 0.0 -0.68
O 4.4063 1.7591 5.4775 0.1 0.0 0.0 -0.03
C 3.0929 0.3228 4.1274 0.3 0.1 -0.1 -0.09
C 3.0576 -0.8066 3.3334 -0.2 -0.1 -0.1 0.01
C 1.8492 -1.2354 2.7860 0.1 0.3 0.1 -0.23
N 0.7297 -0.5285 2.9286 -0.2 -0.2 0.0 0.13
C 0.7495 0.5545 3.7086 0.2 -0.1 0.0 -0.21
C 1.8988 0.9733 4.3774 -0.1 0.0 0.0 0.05
C -0.5257 1.3085 3.8561 -0.2 0.1 -0.1 -0.23
C -0.5265 2.6469 4.2568 0.0 0.0 -0.1 -0.02
C -1.7355 3.2763 4.4896 0.0 0.0 0.0 -0.07
C -2.9098 2.5638 4.3002 0.0 0.0 0.0 -0.07
C -2.8125 1.2672 3.8208 0.0 0.1 0.0 -0.15
N -1.6572 0.6509 3.6002 -0.1 -0.1 0.1 0.12
C 1.8011 -2.4437 1.9167 0.1 -0.3 -0.3 -0.21
C 2.8735 -3.3440 1.9060 -0.1 0.1 0.1 -0.01
C 2.8738 -4.4178 1.0381 0.0 0.0 0.0 -0.07
C 1.8019 -4.5854 0.1816 0.0 0.0 0.0 -0.06
C 0.7771 -3.6609 0.2534 -0.1 0.1 -0.1 -0.15
N 0.7582 -2.6264 1.0930 0.0 0.0 0.1 0.05
H 4.0073 -1.2697 3.1206 0.1 -0.1 0.0 0.10
H 1.8935 1.7978 5.0772 0.1 0.1 -0.1 0.11
H 0.4066 3.1821 4.3618 0.0 0.0 0.1 0.11
H -1.7635 4.3118 4.8064 0.0 0.0 0.0 0.10
H -3.8783 3.0021 4.4999 0.0 0.0 -0.1 0.10
H -3.7101 0.6991 3.5990 0.0 0.0 0.0 0.10
H 3.6996 -3.2094 2.5837 0.1 0.1 0.1 0.11
H 3.7086 -5.1078 1.0255 0.0 0.0 0.0 0.11
H 1.7595 -5.3957 -0.5332 0.0 0.0 0.0 0.10
H -0.0626 -3.7304 -0.4279 0.1 0.0 0.0 0.07
Cl -3.1316 -1.4931 1.1367 -0.1 0.0 0.4 0.68
C -4.4055 -1.0137 0.0485 -0.2 0.2 -0.4 -0.63
C -5.5294 -1.8172 0.0072 0.1 -0.2 0.2 -0.13
C -6.5967 -1.4626 -0.7958 0.0 0.1 0.0 -0.10
C -6.5167 -0.3046 -1.5538 0.0 0.0 0.0 -0.13
C -5.3737 0.4726 -1.5163 0.1 -0.2 0.1 -0.69
Cl -5.3402 1.8986 -2.4999 0.0 0.1 -0.1 0.64
C -4.2525 0.1521 -0.7202 0.0 0.0 0.0 -0.73
S -2.8387 1.1561 -0.7007 0.1 0.1 0.2 0.44
H -5.5583 -2.7204 0.6030 0.0 0.0 0.0 0.10
H -7.4873 -2.0756 -0.8244 0.0 0.0 0.0 0.10
H -7.3442 -0.0014 -2.1806 0.0 0.0 0.0 0.10
C 1.6352 -0.0358 -4.6916 0.0 0.1 0.0 -0.11
C 0.9949 0.8000 -3.7891 0.1 -0.1 0.0 -0.09
C 0.0503 0.2914 -2.9106 -0.1 -0.1 0.1 -0.10
C -0.2623 -1.0742 -2.8858 0.2 0.0 -0.1 -0.36
C 0.3726 -1.9021 -3.8299 0.0 0.0 0.0 -0.06
C 1.3047 -1.3870 -4.7129 0.0 0.0 0.0 -0.11
N -1.0864 -1.5864 -1.8863 0.2 0.1 0.8 -0.12
C -2.0138 -2.5631 -2.2030 -0.2 -0.1 -0.1 -0.32
C -2.4338 -3.5090 -1.2519 0.1 0.1 -0.1 -0.11
C -3.4320 -4.4284 -1.5289 0.0 0.0 0.0 -0.11
C -4.0342 -4.4675 -2.7779 0.0 0.0 0.0 -0.12
C -3.6109 -3.5629 -3.7446 0.0 0.0 0.0 -0.10
C -2.6279 -2.6295 -3.4703 0.0 0.1 0.1 -0.03
H 2.3796 0.3584 -5.3725 0.0 0.0 0.0 0.09
H 1.2218 1.8597 -3.7727 0.0 0.0 0.0 0.09
H -0.4885 0.9604 -2.2489 0.0 0.1 -0.1 0.01
H 0.1461 -2.9620 -3.8340 0.0 0.0 0.0 0.11
H 1.7996 -2.0525 -5.4115 0.0 0.0 0.0 0.10
H -1.9693 -3.5102 -0.2760 -0.1 0.0 0.0 0.05
H -3.7322 -5.1259 -0.7548 0.0 0.0 0.0 0.10
H -4.8187 -5.1821 -2.9922 0.0 0.0 0.0 0.09
H -4.0604 -3.5807 -4.7310 0.0 0.0 0.0 0.10
H -2.3371 -1.9134 -4.2281 0.0 0.0 0.0 0.11
Br 3.1095 4.6821 -2.2186 0.0 0.0 0.0 0.70
C 1.6736 5.5556 -1.3458 0.0 -0.1 0.1 -0.74
C 1.5071 6.9130 -1.5827 0.0 0.0 0.0 -0.14
C 0.4752 7.6001 -0.9653 0.0 0.0 0.0 -0.09
C -0.3998 6.9268 -0.1269 0.0 0.0 0.0 -0.09
C -0.2374 5.5712 0.1046 0.0 0.0 0.0 -0.15
C 0.8074 4.8763 -0.4922 0.2 -0.2 0.0 -0.71
I 1.0512 2.8419 -0.0503 -0.1 0.2 -0.1 1.01
H 2.1940 7.4191 -2.2468 0.0 0.0 0.0 0.09
H 0.3586 8.6613 -1.1420 0.0 0.0 0.0 0.10
H -1.2096 7.4598 0.3543 0.0 0.0 0.0 0.10
H -0.9232 5.0379 0.7496 0.0 0.0 0.0 0.10
C 5.7335 0.0170 0.4151 0.0 0.1 0.1 0.00
N 4.4432 -0.4010 -0.1044 0.0 0.1 -0.1 -0.11
C 4.1831 -1.3236 -1.0890 -0.1 -0.1 0.0 -0.06
C 2.8276 -1.3309 -1.2530 0.1 0.1 0.1 -0.14
N 2.2528 -0.4284 -0.3926 0.0 0.2 -0.1 0.02
C 3.2542 0.1150 0.2646 -0.1 -0.1 0.1 -0.23
H 6.4918 -0.7009 0.1143 0.0 0.0 0.0 0.09
H 5.6968 0.0688 1.5043 0.0 0.0 0.1 0.07
H 6.0002 1.0007 0.0281 0.0 0.0 0.0 0.09
H 4.9635 -1.8903 -1.5676 0.0 0.0 0.0 0.11
H 2.2270 -1.9124 -1.9322 0.0 0.0 0.0 0.09
H 3.1733 0.8510 1.0508 0.0 0.0 0.0 0.10


# 2
67
Properties=species:S:1:pos:R:3:forces:R:3:lowdin_spin:R:1 method="wB97M-V/def2-TZVPD" homo_lumo_gap_ev="6.88 / 6.88" molar_mass_g_mol=815.7 spin_multiplicity=4 total_charge=-1 lumo_ev="2.3 / 2.3" homo_energy_ev="-4.560 / -4.563" relative_energy_kj_mol=67.5
Er -0.0655 0.0735 -0.4386 0.1 1.8 -0.1 3.02
C 1.7777 3.1607 -0.1716 0.1 -0.2 0.0 0.00
N 0.9788 2.5483 -1.2312 -0.1 -0.1 -0.1 0.00
C 1.8043 2.1739 -2.3837 0.3 -0.4 0.1 0.00
C 2.8511 1.1097 -2.0344 -0.2 0.2 0.2 0.00
N 2.2593 0.0800 -1.1968 -1.0 0.6 -0.2 0.00
C 3.0686 -0.8639 -0.7420 0.8 -0.9 0.4 0.00
C 2.6111 -1.7682 0.2584 0.0 0.1 -0.2 0.00
F 1.3397 -1.5670 0.7757 0.8 -0.3 -0.1 0.00
C 3.3401 -2.7972 0.8036 0.1 -0.1 0.1 0.00
F 2.7780 -3.5872 1.7397 0.2 0.2 -0.2 0.00
C 4.6602 -3.0030 0.4150 -0.1 0.2 -0.1 0.00
F 5.4145 -3.9792 0.9700 -0.2 0.2 -0.2 0.00
C 5.1831 -2.1392 -0.5410 0.1 -0.3 0.2 0.00
F 6.4597 -2.3005 -0.9471 -0.3 0.0 0.1 0.00
C 4.4300 -1.1280 -1.1013 -0.3 0.2 0.0 0.00
F 5.0798 -0.3727 -2.0350 -0.2 -0.2 0.2 0.00
C -0.0917 3.4678 -1.6270 -0.6 0.0 0.2 0.00
C -1.3790 3.1784 -0.8478 0.2 -0.1 -0.3 0.00
N -1.7433 1.8003 -1.1242 1.1 -0.1 0.0 0.00
C -3.0146 1.4488 -1.1083 -1.2 -0.3 -0.1 0.00
C -4.1849 2.1724 -0.7129 0.5 -0.1 0.0 0.00
F -4.1044 3.4351 -0.2112 0.0 -0.2 -0.1 0.00
C -5.4499 1.6237 -0.7580 -0.3 -0.3 -0.1 0.00
F -6.4987 2.3663 -0.3481 0.2 -0.2 -0.1 0.00
C -5.6791 0.3281 -1.2098 0.1 0.1 0.1 0.00
F -6.9296 -0.1903 -1.2436 0.2 0.1 0.0 0.00
C -4.5774 -0.4230 -1.6159 -0.2 0.1 0.1 0.00
F -4.7466 -1.6795 -2.0671 -0.1 0.2 0.0 0.00
C -3.3246 0.1311 -1.5585 0.5 0.0 0.0 0.00
F -2.2351 -0.6191 -1.9407 -0.8 0.3 0.1 0.00
H 2.3062 4.0570 -0.5336 0.0 0.0 0.0 0.00
H 2.4960 2.4408 0.2133 0.0 0.0 0.1 0.00
H 1.1151 3.4457 0.6445 0.0 0.0 0.0 0.00
H 2.3198 3.0530 -2.8115 -0.1 -0.1 0.0 0.00
H 1.1342 1.7599 -3.1470 0.0 0.1 0.1 0.00
H 3.6991 1.5721 -1.5069 -0.1 0.1 -0.2 0.00
H 3.2332 0.7114 -2.9848 0.0 0.1 0.1 0.00
H -0.3177 3.3241 -2.6879 0.0 0.0 0.1 0.00
H 0.2011 4.5193 -1.4846 0.1 -0.1 0.0 0.00
H -2.1441 3.8897 -1.1818 0.2 -0.1 0.1 0.00
H -1.2229 3.3264 0.2305 0.0 0.2 0.0 0.00
C -0.7744 -3.7887 1.4058 0.0 0.2 -0.2 0.00
C -1.3350 -2.9364 0.2665 0.4 -0.7 -0.4 0.00
C -2.6746 -3.5177 -0.1796 0.2 0.2 -0.1 0.00
O -1.4956 -1.5646 0.6792 -0.1 -0.4 0.0 0.00
C -0.3247 -2.9501 -0.9604 -0.8 -1.0 0.9 0.00
O 0.0526 -4.0424 -1.3457 0.0 0.0 -0.1 0.00
O -0.0162 -1.8172 -1.4314 0.2 0.2 -0.6 0.00
H -1.5180 -3.9256 2.1932 -0.1 0.0 0.0 0.00
H 0.1172 -3.3390 1.8294 0.1 0.1 0.1 0.00
H -0.5043 -4.7598 0.9989 0.0 -0.1 0.0 0.00
H -3.4065 -3.4657 0.6323 0.0 0.0 0.0 0.00
H -2.5294 -4.5585 -0.4539 0.0 -0.1 0.0 0.00
H -3.0579 -2.9891 -1.0454 -0.1 0.1 -0.1 0.00
H -2.2674 -1.5276 1.2660 0.4 0.5 -0.2 0.00
O -1.3840 0.9008 1.5970 0.1 -0.1 -0.1 0.00
C -0.3283 0.9364 2.2460 -0.1 0.4 0.8 0.00
C -0.2266 1.0560 3.7636 -0.1 0.0 -0.1 0.00
C 1.2687 0.9342 4.0078 0.0 0.0 -0.1 0.00
C 1.8654 0.8331 2.5954 0.3 0.0 0.3 0.00
O 3.0479 0.7377 2.3574 0.1 0.0 0.0 0.00
N 0.8671 0.8697 1.6627 -0.4 -0.1 -0.6 0.00
H -0.8212 0.2720 4.2310 0.0 0.0 0.0 0.00
H -0.6238 2.0189 4.0831 -0.1 0.0 -0.1 0.00
H 1.5406 0.0454 4.5729 0.1 0.0 0.0 0.00
H 1.6959 1.7982 4.5147 0.1 0.0 0.0 0.00